# 1
Density functional theory data (the ωB97M-V functional and the def2-TZVPD basis) for a cluster of 6 separate species, C62H139N3OP2 in total in a non-equilibrium geometry.

Each line ends with the Löwdin charge.
Geometry (Å):
C1 23.21664 19.00275 -7.21730  -0.0647
C2 23.02909 17.48238 -7.33450  -0.6896
C3 24.09916 16.84750 -8.23909  -0.0875
O1 22.71026 16.84560 -6.18503  -0.2834
H1 23.39662 19.47340 -8.18961  0.0635
H2 24.16059 19.23149 -6.69887  0.0576
H3 22.36103 19.40394 -6.68274  0.0443
H4 22.12868 17.47571 -8.02232  0.0907
H5 23.71025 15.91271 -8.64083  0.0576
H6 25.13396 16.75571 -7.88194  0.0651
H7 24.26401 17.56201 -9.06487  0.0475
C4 26.46375 19.98870 -4.72701  -0.0897
C5 25.45779 19.44933 -3.72840  -0.2439
C6 24.45385 20.52169 -3.36025  -0.1612
N1 23.29754 20.10466 -2.52298  -0.2628
C7 22.67718 21.40631 -1.98602  -0.0808
C8 21.26800 21.25311 -1.46811  -0.1462
C9 20.34885 20.50001 -2.41971  -0.1799
C10 20.94155 19.17049 -2.78059  -0.1684
C11 22.32162 19.33788 -3.39140  -0.1002
C12 23.76922 19.29352 -1.36334  0.0373
H8 27.06889 20.76400 -4.25035  0.0909
H9 25.96811 20.48117 -5.56480  0.0660
H10 27.11067 19.19546 -5.09246  0.0796
H11 25.98734 19.10209 -2.84147  0.1148
H12 24.93747 18.59196 -4.17680  0.1009
H13 24.27198 21.21312 -4.18049  0.1433
H14 25.01508 21.16840 -2.66385  0.1454
H15 22.73007 22.03631 -2.87598  0.1393
H16 23.37898 21.76820 -1.23947  0.1412
H17 20.87838 22.22019 -1.16090  0.1373
H18 21.32642 20.62342 -0.56920  0.1222
H19 20.20601 21.15867 -3.28557  0.1160
H20 19.36128 20.36988 -1.97918  0.1310
H21 20.33204 18.58752 -3.46371  0.0930
H22 21.14611 18.56563 -1.88759  0.1191
H23 22.25871 19.92616 -4.30946  0.1288
H24 22.80680 18.41195 -3.70528  0.1176
H25 24.49741 19.87628 -0.80684  0.1250
H26 24.15884 18.36349 -1.76307  0.1048
H27 22.91606 19.10493 -0.71948  0.1043
C13 31.58853 19.63660 -11.76736  -0.0659
C14 30.33378 18.91233 -11.27035  -0.2336
C15 29.11124 19.38047 -12.01907  -0.1169
N2 27.78578 18.75545 -11.58969  -0.2715
C16 26.76254 18.99343 -12.66668  -0.1143
C17 26.42666 20.45063 -12.82591  -0.1625
C18 26.04117 21.13931 -11.51586  -0.1665
C19 26.91264 20.75812 -10.32877  -0.1640
C20 27.33751 19.32153 -10.26046  -0.1022
C21 27.89437 17.28378 -11.42185  0.0094
H28 31.79519 19.31587 -12.78678  0.0888
H29 32.44745 19.38730 -11.14879  0.0879
H30 31.46975 20.71779 -11.70166  0.0861
H31 30.27086 18.94076 -10.18049  0.1159
H32 30.41476 17.84716 -11.51245  0.1100
H33 29.21940 19.21853 -13.09176  0.1508
H34 28.92514 20.44684 -11.90283  0.1244
H35 27.13881 18.55613 -13.58683  0.1432
H36 25.87318 18.46363 -12.31036  0.1383
H37 27.31685 20.95038 -13.22533  0.1204
H38 25.65380 20.65179 -13.56418  0.1270
H39 25.97646 22.21126 -11.67715  0.1258
H40 25.02167 20.79765 -11.27750  0.1154
H41 27.77459 21.44004 -10.31497  0.1256
H42 26.47600 21.03989 -9.36691  0.1264
H43 28.18407 19.13394 -9.60398  0.1323
H44 26.52132 18.67871 -9.92411  0.1235
H45 26.92557 16.91951 -11.09011  0.1055
H46 28.62289 17.06435 -10.64773  0.1069
H47 28.19296 16.82156 -12.35900  0.1259
C22 22.37555 11.31420 -2.22327  -0.0640
C23 23.18185 11.71038 -3.49659  -0.1984
C24 23.63462 13.15723 -3.40814  -0.1161
N3 24.58200 13.61502 -4.51853  -0.2717
C25 23.92539 13.42272 -5.85116  -0.1177
C26 24.80571 13.66405 -7.07629  -0.1486
C27 26.17230 12.98023 -6.92952  -0.1742
C28 26.83156 13.26045 -5.60559  -0.1532
C29 25.89061 12.87645 -4.46110  -0.0921
C30 24.80900 15.08965 -4.34150  0.0215
H48 21.39349 11.01292 -2.58866  0.0752
H49 22.14911 12.14570 -1.56048  0.0607
H50 22.83008 10.46794 -1.72190  0.0848
H51 22.46463 11.64531 -4.31259  0.0998
H52 24.03715 11.06083 -3.65441  0.1086
H53 24.23611 13.37539 -2.52237  0.1425
H54 22.79110 13.84594 -3.47720  0.1159
H55 23.61612 12.37596 -5.89765  0.1281
H56 23.05721 14.08671 -5.86728  0.1185
H57 24.26098 13.42295 -7.98091  0.1058
H58 25.03468 14.73133 -7.05733  0.0755
H59 26.09792 11.90146 -7.10879  0.1283
H60 26.80281 13.32660 -7.75224  0.1198
H61 27.68486 12.60891 -5.41112  0.1352
H62 27.14277 14.30011 -5.50275  0.1143
H63 25.63149 11.83121 -4.62391  0.1307
H64 26.26930 13.04440 -3.45538  0.1461
H65 25.26681 15.21923 -3.35894  0.1152
H66 23.83258 15.56524 -4.34698  0.0818
H67 25.47228 15.40878 -5.12864  0.0891
C31 21.17391 11.09331 -9.42561  -0.0777
C32 21.47383 12.54134 -8.98398  -0.2434
C33 20.33603 13.18942 -8.18391  -0.2498
C34 20.41741 14.70790 -8.17599  -0.2478
P1 19.38775 15.38968 -6.85367  1.0088
C35 20.07484 14.98747 -5.24896  -0.2663
C36 19.27657 15.56874 -4.04232  -0.2118
C37 20.09939 15.36703 -2.77353  -0.2651
C38 20.04347 13.94649 -2.21859  -0.0987
C39 19.33444 17.19117 -7.00609  -0.2430
C40 18.04732 17.87394 -6.50754  -0.2356
C41 18.05736 19.39073 -6.66113  -0.2298
C42 19.26141 20.08185 -6.02093  -0.0889
C43 17.69108 14.76892 -6.82796  -0.2625
C44 16.96904 14.81505 -8.19044  -0.2397
C45 15.52510 15.30326 -8.11805  -0.2657
C46 14.60206 14.52058 -7.19292  -0.0875
H68 21.96183 10.40420 -9.13152  0.0739
H69 21.01359 11.06341 -10.49884  0.0762
H70 20.27478 10.72132 -8.92848  0.0757
H71 21.66981 13.14067 -9.87488  0.1072
H72 22.35184 12.54129 -8.33481  0.0758
H73 20.32354 12.75420 -7.17823  0.1090
H74 19.37993 12.86052 -8.60610  0.1117
H75 20.09916 15.17632 -9.10781  0.0902
H76 21.38350 15.14672 -7.87735  0.0872
H77 21.05016 15.49857 -5.25047  0.0666
H78 20.18806 13.91653 -5.07443  0.0933
H79 18.33163 15.03477 -3.96691  0.1185
H80 19.21124 16.64401 -4.19682  0.0806
H81 19.65862 15.99729 -1.99616  0.1134
H82 21.13867 15.68670 -2.91056  0.0958
H83 18.98900 13.73075 -2.00764  0.0932
H84 20.42429 13.85819 -1.19831  0.0848
H85 20.48224 13.18536 -2.85724  0.0444
H86 19.35118 17.38244 -8.08836  0.0934
H87 20.23770 17.62331 -6.57215  0.0780
H88 17.87439 17.64420 -5.45125  0.1044
H89 17.18540 17.45861 -7.03075  0.0900
H90 17.12305 19.78563 -6.26243  0.1169
H91 18.05922 19.64086 -7.72700  0.1095
H92 19.67233 19.51087 -5.17779  0.0425
H93 19.17177 21.10102 -5.65815  0.0802
H94 20.10593 19.98675 -6.71236  0.0608
H95 17.16976 15.37450 -6.08728  0.0900
H96 17.76891 13.72080 -6.53122  0.1104
H97 16.99628 13.83525 -8.67145  0.1148
H98 17.50938 15.48035 -8.88020  0.0980
H99 15.07904 15.28023 -9.11796  0.1145
H100 15.50158 16.37859 -7.90853  0.0961
H101 14.16714 13.63708 -7.65262  0.0828
H102 13.75487 15.16560 -6.94612  0.0830
H103 15.06079 14.28837 -6.22999  0.0688
C47 21.62965 23.36456 -14.27489  -0.0910
C48 20.43453 22.39775 -14.26336  -0.2560
C49 20.47972 21.36937 -15.39946  -0.2320
C50 19.16292 20.58422 -15.55519  -0.2418
P2 19.15798 18.85252 -15.03955  1.0004
C51 19.08202 18.71559 -13.21906  -0.2512
C52 20.22635 19.24337 -12.33872  -0.2292
C53 20.45519 18.36229 -11.10227  -0.2420
C54 21.49202 17.24263 -11.27302  -0.0875
C55 17.62520 18.12383 -15.64712  -0.2672
C56 16.36000 18.98029 -15.40325  -0.2464
C57 15.12578 18.24297 -15.92434  -0.2556
C58 13.80983 18.79927 -15.37129  -0.0942
C59 20.62462 17.91313 -15.49534  -0.2668
C60 20.64226 16.41087 -15.23943  -0.2471
C61 19.90192 15.53639 -16.26144  -0.2620
C62 20.32615 15.73698 -17.70556  -0.0863
H104 21.41977 24.24557 -13.67095  0.0783
H105 21.81797 23.72873 -15.28611  0.0806
H106 22.52336 22.87888 -13.88057  0.0642
H107 19.52323 22.98854 -14.37770  0.1180
H108 20.46063 21.86227 -13.31264  0.0827
H109 21.29981 20.66171 -15.20121  0.0922
H110 20.81024 21.83729 -16.32737  0.1205
H111 18.79935 20.62039 -16.58367  0.1107
H112 18.39998 20.99176 -14.88337  0.1006
H113 18.91922 17.63114 -13.13724  0.0963
H114 18.11215 19.13036 -12.93104  0.0995
H115 19.85016 20.18738 -11.93294  0.1045
H116 21.10570 19.53109 -12.91551  0.0973
H117 19.50214 17.91601 -10.81028  0.0986
H118 20.75377 18.97901 -10.25179  0.1005
H119 21.03432 16.25227 -11.22198  0.0613
H120 22.27267 17.22469 -10.50726  0.0445
H121 22.03521 17.32502 -12.21824  0.0651
H122 17.47699 17.09347 -15.34138  0.0928
H123 17.80202 18.22710 -16.72957  0.1149
H124 16.46325 19.92875 -15.93404  0.1128
H125 16.23744 19.17911 -14.33541  0.1033
H126 15.19527 17.22399 -15.52047  0.1085
H127 15.08919 18.16608 -17.00988  0.1206
H128 13.02477 18.04129 -15.38524  0.0791
H129 13.42807 19.62890 -15.96310  0.0803
H130 13.91981 19.04562 -14.31359  0.0720
H131 21.39662 18.37520 -14.86894  0.0810
H132 20.86128 18.13521 -16.53886  0.1067
H133 20.40450 16.12986 -14.20645  0.0991
H134 21.69835 16.10425 -15.23305  0.1180
H135 18.82858 15.65253 -16.07313  0.0860
H136 20.04762 14.50282 -15.93203  0.1163
H137 20.03786 14.87794 -18.31034  0.0856
H138 21.41791 15.63817 -17.74121  0.0873
H139 19.98352 16.67741 -18.12462  0.0696

- Charge: +4
- Strongest force on any atom: 2.928 eV Å⁻¹
- Relative energy (zero: lowest compared OMol25 entry of this formula, charge and spin): 0.000 eV

# 2
Density functional theory data (the ωB97M-V functional and the def2-TZVPD basis) for a cluster of 2 separate species, C6H15N in total in a non-equilibrium geometry.

Each line ends with the Löwdin charge.
Geometry (Å):
C1 2.59064 -0.71739 0.44411  -0.4330
N1 1.19234 -1.13416 0.58791  -0.1340
C2 -0.82067 0.84310 0.75078  0.0552
C3 -1.27166 0.32514 -0.55077  -0.3476
C4 -1.21315 -1.11526 -0.94106  -0.0745
C5 -2.52668 0.93302 0.22371  -0.0904
C6 2.44648 0.59251 -0.30814  -0.1578
H1 3.18081 -0.72318 1.36692  0.0827
H2 3.08676 -1.39397 -0.25510  0.0785
H3 1.18649 -1.97475 1.12963  -0.0336
H4 -0.22566 1.73623 0.65797  0.0929
H5 -0.88846 0.40404 1.76365  0.1163
H6 -1.06898 0.96549 -1.40670  0.1427
H7 -2.05601 -1.60884 -0.40013  0.0892
H8 -0.28663 -1.52728 -0.51109  0.0331
H9 -1.34132 -1.36596 -2.00239  0.0845
H10 -3.23123 0.86142 -0.57267  0.1099
H11 -2.96213 0.11741 0.82331  0.1141
H12 -2.72620 1.94015 0.59058  0.1235
H13 1.87855 1.20712 0.37917  0.0242
H14 3.31767 1.17419 -0.61742  0.0577
H15 1.73902 0.46099 -1.15226  0.0665

- Strongest force on any atom: 3.465 eV Å⁻¹
- Relative energy (zero: lowest compared OMol25 entry of this formula, charge and spin): 7.288 eV